1.
The following is a DFT calculation (ωB97M-V/def2-TZVPD) of a structure of composition CHBaO3 in a non-equilibrium geometry.

**E_tot**: -7889.154 eV
**HOMO-LUMO gap (spin up / spin down)**: 4.8 / 9.4 eV
**2S+1**: 2
**E_HOMO (spin up / spin down)**: -5.07 / -9.63 eV

Each line ends with the Mulliken charge.
Positions of all 6 atoms, in Å:
O1 0.48719 1.16833 -0.09293  -0.70
C1 -0.53297 0.40877 -0.10431  0.84
O2 -1.71339 0.69724 0.00492  -0.58
Ba1 2.73339 0.11910 0.05083  0.65
O3 -0.13063 -0.90839 -0.07785  -0.50
H1 -0.84360 -1.48505 0.21934  0.30

2.
The following is a DFT calculation (ωB97M-V/def2-TZVPD) of a cluster of 2 separate species, C4H9O3 in total in a non-equilibrium geometry.

**ΔE to the lowest compared entry with this formula, charge and spin**: 9.68 kcal per mole
**E_tot**: -10438.046 eV
**HOMO-LUMO gap**: 8.6 eV
**Total charge**: -1
**E_HOMO**: -4.39 eV

Each line ends with the Mulliken charge.
Positions of all 16 atoms, in Å:
C1 1.47345 0.48743 -1.19499  0.01
C2 2.13474 1.71501 -0.59580  -0.99
O1 0.26592 0.93364 -1.82351  -0.58
H1 1.97406 -0.07169 -1.99063  0.27
H2 1.25166 -0.22804 -0.40117  0.03
H3 3.15512 1.59198 -0.22219  0.32
H4 -0.50123 0.57230 -1.30063  0.43
H5 1.52814 2.01713 0.26162  0.23
H6 2.06400 2.55587 -1.28673  0.28
C3 -0.98336 -2.09114 1.59541  -0.86
C4 -1.06151 -0.67595 0.87895  0.64
O2 -0.64152 0.27871 1.56714  -0.70
O3 -1.50324 -0.68563 -0.29074  -0.80
H7 -0.05790 -2.58753 1.31022  0.18
H8 -1.90532 -2.61905 1.36400  0.27
H9 -0.90078 -1.91578 2.67063  0.27

3.
The following is a DFT calculation (ωB97M-V/def2-TZVPD) of a structure of composition C9H23IrO4Si.

**ΔE to the lowest compared entry with this formula, charge and spin**: 0.00 kcal per mole
**E_tot**: -28578.824 eV
**HOMO-LUMO gap (spin up / spin down)**: 8.0 / 7.4 eV
**Total charge**: +3
**2S+1**: 2
**E_HOMO (spin up / spin down)**: -20.53 / -20.77 eV

Each line ends with the Mulliken charge.
Positions of all 38 atoms, in Å:
Ir1 -0.20261 0.40158 -0.28285  0.92
C1 -2.48369 -0.92325 -1.79656  -0.61
O1 -1.02089 -0.88318 -1.57874  -0.43
C2 -0.20605 -1.12739 -2.77819  -0.29
C3 1.22278 -0.98416 -2.31577  -0.56
O2 1.33603 0.29428 -1.55974  -0.44
C4 1.58825 1.54908 -2.32715  -0.36
C5 0.25263 2.09479 -2.73525  -0.31
O3 -0.62385 1.98256 -1.57764  -0.41
C6 -0.95020 3.25467 -0.91055  -0.77
H1 -2.70345 -1.91751 -2.17966  0.35
H2 -2.76425 -0.14072 -2.49798  0.30
H3 -2.94106 -0.77893 -0.82193  0.31
H4 -0.48922 -0.41020 -3.54344  0.24
H5 -0.43036 -2.13332 -3.13425  0.58
H6 1.94513 -0.97068 -3.12964  0.41
H7 1.49962 -1.74645 -1.59074  0.30
H8 2.23198 1.30605 -3.17098  0.43
H9 2.13133 2.17841 -1.62494  0.28
H10 -0.21177 1.51917 -3.52878  0.11
H11 0.30375 3.13315 -3.06140  0.52
H12 -1.45854 3.87945 -1.64134  0.33
H13 -0.03674 3.72244 -0.54585  0.38
H14 -1.63208 3.01203 -0.09967  0.37
C7 1.57291 0.07783 4.01652  -0.76
Si1 0.15328 -1.07552 2.92443  0.03
C8 -1.38356 -1.04006 3.90644  -0.99
C9 1.23316 -2.58431 2.87108  -0.96
O4 -0.04130 -0.37972 1.42854  0.58
H15 1.69342 -0.51495 4.91886  0.40
H16 0.91560 0.94700 4.09186  0.36
H17 2.43913 0.14568 3.36795  0.37
H18 -1.19095 -1.49914 4.87999  0.40
H19 -2.14562 -1.63735 3.39505  0.39
H20 -1.79317 -0.04290 4.07186  0.39
H21 1.36462 -2.97608 3.87996  0.43
H22 2.20096 -2.44409 2.39570  0.38
H23 0.62476 -3.28829 2.28477  0.37

4.
The following is a DFT calculation (ωB97M-V/def2-TZVPD) of a cluster of 2 separate species, CClF3S in total in a non-equilibrium geometry.

**ΔE to the lowest compared entry with this formula, charge and spin**: 68.70 kcal per mole
**E_tot**: -32542.961 eV
**HOMO-LUMO gap (spin up / spin down)**: 9.8 / 6.5 eV
**E_HOMO (spin up / spin down)**: -10.08 / -8.89 eV

Each line ends with the Mulliken charge.
Positions of all 6 atoms, in Å:
C1 -1.03413 0.20088 -0.16753  0.40
F1 -1.92551 1.07954 -0.62895  -0.16
F2 -0.47515 0.43515 1.00579  -0.16
F3 2.45333 0.13583 -0.64549  -0.19
S1 2.42220 -0.47955 0.87749  0.19
Cl1 -1.44073 -1.37184 -0.44131  -0.07

5.
The following is a DFT calculation (ωB97M-V/def2-TZVPD) of a structure of composition C31H44CeN4OP2 in a non-equilibrium geometry.

**ΔE to the lowest compared entry with this formula, charge and spin**: 0.00 kcal per mole
**E_tot**: -72355.976 eV
**HOMO-LUMO gap (spin up / spin down)**: 5.1 / 5.0 eV
**Total charge**: +2
**E_HOMO (spin up / spin down)**: -13.41 / -13.41 eV

Each line ends with the Mulliken charge.
Positions of all 83 atoms, in Å:
Ce1 0.11612 1.21151 2.17583  0.99
C1 -2.06309 1.79621 -4.95558  -0.47
C2 -2.15660 0.50308 -4.61041  -0.37
C3 -1.31444 -0.55545 -5.26513  -1.17
C4 0.19135 -0.22149 -5.43797  -1.02
C5 0.84147 0.56876 -4.31914  -0.05
C6 0.88426 1.90772 -4.33305  -0.37
C7 0.32357 2.68889 -5.50605  -0.98
C8 -1.10936 2.33090 -5.99440  -0.94
C9 2.18823 1.51061 3.14719  -0.94
H1 -2.77019 2.54278 -4.56409  0.47
H2 -2.95200 0.15027 -3.94845  1.14
H3 -1.71271 -0.80115 -6.27360  0.32
H4 -1.41295 -1.47225 -4.67339  0.33
H5 0.72710 -1.18387 -5.54625  0.44
H6 0.31021 0.29575 -6.39972  0.34
H7 1.35863 -0.02099 -3.55121  0.61
H8 1.43000 2.48102 -3.58008  0.43
H9 0.98068 2.59347 -6.39915  0.27
H10 0.33168 3.75585 -5.24474  0.38
H11 -1.54079 3.26630 -6.39665  0.44
H12 -1.03285 1.64310 -6.84747  0.41
H13 2.03703 2.29089 3.92574  0.44
H14 3.06675 1.77638 2.53246  0.49
H15 2.39113 0.55890 3.68457  0.12
P1 1.65297 -0.51930 0.52711  0.14
P2 -1.40880 -1.05170 0.82307  -0.19
N1 2.70195 0.71565 -0.21645  0.91
N2 2.88483 -1.71173 0.88156  0.57
N3 -1.92121 0.43694 -0.06247  0.41
N4 -2.98253 -1.85931 1.02830  0.42
C10 0.75426 -1.20396 -0.91999  -0.61
C11 -0.56114 -1.92003 -0.54319  -0.95
C12 2.45982 2.08353 -0.04320  -0.28
C13 3.44690 2.78593 -0.70748  -0.91
C14 4.30917 1.84111 -1.33342  -0.86
C15 3.83619 0.56976 -1.01225  -0.43
C16 3.90420 -1.53158 1.83108  -0.66
C17 4.63613 -2.70963 1.93948  -0.64
C18 4.07182 -3.64225 1.00396  -0.71
C19 3.00398 -3.01340 0.37723  -0.36
C20 -1.97785 1.76990 0.43467  -0.40
C21 -2.38958 2.59976 -0.61608  -1.01
C22 -2.67668 1.77623 -1.72057  -0.73
C23 -2.33170 0.47207 -1.37959  -0.09
C24 -4.00902 -2.23489 0.15695  -0.21
C25 -4.90959 -3.06845 0.84764  -0.65
C26 -4.42096 -3.19313 2.18632  -0.59
C27 -3.25396 -2.44310 2.27752  -0.11
H16 1.44281 -1.89606 -1.43017  1.06
H17 0.56914 -0.36270 -1.61658  -0.45
H18 -1.23777 -2.00798 -1.41127  0.55
H19 -0.36737 -2.94458 -0.15790  0.47
H20 1.66426 2.46516 0.59927  0.29
H21 3.53526 3.86398 -0.72106  0.50
H22 5.17322 2.05582 -1.94651  0.48
H23 4.19566 -0.41813 -1.26467  0.54
H24 4.00271 -0.58012 2.34181  0.48
H25 5.47847 -2.90085 2.58679  0.47
H26 4.40603 -4.65524 0.80448  0.45
H27 2.30691 -3.34656 -0.37229  0.45
H28 -2.08208 1.95667 1.51764  0.57
H29 -2.47650 3.67920 -0.58783  0.52
H30 -3.13776 2.03700 -2.66753  0.68
H31 -2.37182 -0.44916 -1.94656  0.32
H32 -4.03727 -1.86363 -0.86085  0.39
H33 -5.79879 -3.52387 0.44253  0.45
H34 -4.86958 -3.75925 2.98870  0.46
H35 -2.57654 -2.24616 3.10432  0.12
C28 -1.70901 0.81864 6.13224  -1.61
C29 -0.47834 0.16821 5.51546  1.34
C30 0.77826 0.48046 6.32180  -1.49
C31 -0.75586 -1.31651 5.61776  -1.52
O1 -0.35782 0.62081 4.15934  -0.29
H36 -1.81016 0.48814 7.17586  0.39
H37 -2.56347 0.48158 5.54470  0.43
H38 -1.65391 1.91944 6.09409  0.38
H39 0.63494 0.13202 7.35929  0.40
H40 1.66118 -0.00385 5.90021  0.33
H41 1.02730 1.55869 6.36140  0.33
H42 -1.69195 -1.56992 5.11732  0.31
H43 0.03184 -1.95856 5.22617  0.38
H44 -0.86441 -1.48830 6.69252  0.47

6.
The following is a DFT calculation (ωB97M-V/def2-TZVPD) of an isolated molecule of C3H3FN2O in a non-equilibrium geometry.

**ΔE to the lowest compared entry with this formula, charge and spin**: 80.71 kcal per mole
**E_tot**: -10901.388 eV
**HOMO-LUMO gap**: 10.0 eV
**SMILES string**: On1ccc(F)n1
**E_HOMO**: -9.08 eV

Each line ends with the Mulliken charge.
Positions of all 10 atoms, in Å:
O1 -1.62221 -1.46965 0.05815  -0.49
N1 -0.68185 -0.56030 -0.04828  0.88
C1 -0.72642 0.77899 -0.02370  -0.28
C2 0.62300 1.17773 0.11218  -0.42
C3 1.37471 0.02108 0.09030  0.22
F1 2.65948 -0.18298 -0.05612  -0.25
N2 0.48430 -1.15008 0.04799  -0.82
H1 -1.41372 -2.29111 -0.37622  0.39
H2 -1.54955 1.44346 0.03994  0.42
H3 0.85227 2.23286 0.15577  0.37